Version one
{
  "formula": "C5H11N2",
  "method": "ωB97M-V/def2-TZVPD",
  "species": ["C", "C", "C", "C", "C", "N", "N", "H", "H", "H", "H", "H", "H", "H", "H", "H", "H", "H"],
  "positions_angstrom": [[0.99, -0.26, -0.09], [1.10, -1.29, 0.88], [1.82, -0.08, -1.18], [-1.57, -1.20, -0.47], [0.07, 1.98, 0.09], [-1.30, 0.06, 0.36], [-0.06, 0.59, 0.23], [0.39, -1.41, 1.73], [1.79, -2.07, 0.62], [2.76, -0.69, -1.29], [1.59, 0.71, -2.04], [-2.61, -1.18, -0.63], [-1.00, -1.10, -1.37], [-1.21, -2.00, 0.15], [0.86, 2.11, -0.64], [-0.99, 2.45, -0.27], [0.20, 2.43, 1.04], [-1.92, 0.51, 0.98]],
  "nbo_charge": [-0.03, -0.28, -0.32, -0.40, -0.44, -0.25, -0.06, 0.22, 0.22, 0.25, 0.23, 0.24, 0.23, 0.23, 0.25, 0.24, 0.24, 0.42],
  "spin_multiplicity": 1,
  "total_charge": 1,
  "homo_energy_ha": [-0.459, -0.498],
  "lumo_ev": [-6.068, -4.941],
  "orbital_gap_ev": [6.4, 8.6]
}

---

Version two
{
  "formula": "C5H11N2",
  "method": "ωB97M-V/def2-TZVPD",
  "species": ["C", "C", "N", "C", "C", "C", "N", "H", "H", "H", "H", "H", "H", "H", "H", "H", "H", "H"],
  "positions_angstrom": [[2.74, -0.63, -0.10], [1.72, 0.40, 0.17], [0.50, 0.29, -0.20], [-0.55, 1.23, -0.19], [-1.97, 0.58, -0.14], [-2.06, -0.68, 0.67], [-1.97, -0.79, -0.75], [2.54, -1.50, -0.68], [3.02, -1.19, 0.84], [3.74, -0.25, -0.49], [2.05, 1.41, 0.63], [0.20, -0.56, -0.65], [-0.65, 1.79, -1.13], [-0.28, 1.78, 0.74], [-2.87, 1.15, -0.43], [-3.04, -0.90, 1.22], [-1.25, -0.73, 1.27], [-2.78, -1.16, -1.20]],
  "nbo_charge": [-0.74, 0.31, -0.42, -0.26, -0.09, -0.25, -0.64, 0.26, 0.29, 0.29, 0.24, 0.45, 0.26, 0.23, 0.25, 0.23, 0.18, 0.40],
  "spin_multiplicity": 1,
  "total_charge": 1,
  "homo_energy_ha": -0.497,
  "lumo_ev": -4.577,
  "orbital_gap_ev": 9.0,
  "smiles": "C/C=[NH+]/C[C@@H]1CN1"
}

---

Version three
{
  "formula": "C5H11N2",
  "method": "ωB97M-V/def2-TZVPD",
  "species": ["C", "C", "C", "C", "C", "N", "N", "H", "H", "H", "H", "H", "H", "H", "H", "H", "H", "H"],
  "positions_angstrom": [[-0.12, 1.41, 0.10], [-1.55, 1.70, 0.22], [0.41, 0.14, 0.34], [-2.51, 0.75, 0.08], [-2.20, -0.61, -0.36], [-2.91, -1.74, -0.22], [3.64, -0.01, -0.19], [0.37, 2.38, -0.21], [-1.70, 2.82, 0.43], [1.32, -0.21, 0.09], [-0.15, -0.56, 0.97], [-3.50, 1.08, 0.13], [-1.18, -0.69, -0.78], [-2.71, -2.62, -0.79], [-3.92, -1.60, 0.01], [3.90, 1.01, 0.12], [4.33, -0.12, -0.86], [3.81, -0.73, 0.58]],
  "nbo_charge": [-0.26, -0.03, -0.26, -0.34, 0.24, -0.68, -1.10, 0.26, 0.26, 0.25, 0.20, 0.25, 0.24, 0.45, 0.43, 0.37, 0.36, 0.37],
  "spin_multiplicity": 1,
  "total_charge": 1,
  "homo_energy_ha": -0.482,
  "lumo_ev": -5.216,
  "orbital_gap_ev": 7.9
}

---

Relative to the most stable one, in eV, the structures come out at version one 2.658; version two 0.000; version three 0.220.

---

Version one
{
  "formula": "C5H11N2",
  "method": "ωB97M-V/def2-TZVPD",
  "species": ["C", "C", "C", "C", "C", "N", "N", "H", "H", "H", "H", "H", "H", "H", "H", "H", "H", "H"],
  "positions_angstrom": [[-0.91, 0.47, 3.10], [0.70, -0.89, -0.16], [0.32, 0.06, -1.18], [-0.11, -0.39, -2.37], [0.55, 1.42, -0.75], [-0.79, 0.57, 1.86], [1.20, -2.00, -0.49], [0.48, -0.64, 0.81], [-0.23, -1.50, -2.57], [-1.78, 0.84, 3.63], [-0.34, 0.21, -3.23], [0.04, 2.15, -1.50], [1.58, 1.50, -0.68], [0.23, 1.48, 0.21], [1.34, -2.25, -1.47], [-0.06, 0.28, 3.81], [-1.63, 0.82, 1.37], [1.41, -2.76, 0.16]],
  "nbo_charge": [0.02, 0.28, -0.11, -0.26, -0.64, -0.69, -0.59, 0.26, 0.20, 0.17, 0.24, 0.24, 0.23, 0.25, 0.43, 0.18, 0.36, 0.44],
  "spin_multiplicity": 1,
  "total_charge": 1,
  "homo_energy_ha": -0.508,
  "lumo_ev": -4.894,
  "orbital_gap_ev": 8.9
}

---

Version two
{
  "formula": "C5H11N2",
  "method": "ωB97M-V/def2-TZVPD",
  "species": ["C", "C", "C", "C", "C", "N", "N", "H", "H", "H", "H", "H", "H", "H", "H", "H", "H", "H"],
  "positions_angstrom": [[-0.63, 0.54, -1.13], [-1.96, -0.83, 0.04], [-0.18, -0.77, 0.89], [0.77, 1.37, 0.72], [1.55, -0.51, -0.77], [-1.74, 0.04, -0.96], [0.44, 0.13, 0.00], [-0.45, 1.33, -1.78], [-2.43, -1.79, -0.34], [-2.68, -0.49, 0.73], [-0.54, -0.38, 1.90], [-0.10, -1.81, 0.72], [0.80, 2.32, 0.10], [-0.08, 1.51, 1.62], [1.74, 1.18, 1.31], [2.20, 0.25, -1.32], [2.27, -1.00, -0.14], [1.02, -1.08, -1.60]],
  "nbo_charge": [0.26, -0.21, -0.30, -0.44, -0.43, -0.30, -0.32, 0.23, 0.25, 0.23, 0.27, 0.26, 0.26, 0.25, 0.25, 0.25, 0.25, 0.25],
  "spin_multiplicity": 1,
  "total_charge": 1,
  "homo_energy_ha": -0.529,
  "lumo_ev": -3.275,
  "orbital_gap_ev": 11.1
}

---

Relative to the most stable one, in eV, the structures come out at version one 0.000; version two 1.436.

---

Version one
{
  "formula": "C31H26BaClN6O7S2Se2",
  "method": "ωB97M-V/def2-TZVPD",
  "species": ["Ba", "S", "C", "C", "C", "C", "C", "C", "C", "C", "C", "N", "H", "H", "H", "H", "H", "H", "O", "C", "C", "C", "C", "N", "C", "C", "C", "C", "C", "C", "O", "C", "C", "N", "H", "H", "H", "H", "H", "H", "H", "H", "H", "H", "H", "H", "Se", "Se", "C", "C", "C", "C", "C", "N", "C", "C", "C", "C", "C", "N", "H", "H", "H", "H", "H", "H", "H", "H", "O", "S", "N", "O", "Cl", "O", "O", "O"],
  "positions_angstrom": [[0.74, 0.06, -0.30], [-3.31, 1.42, -2.99], [-3.87, 0.03, -2.18], [-2.96, -0.45, -1.28], [-1.74, 0.30, -1.18], [-1.79, 1.36, -2.03], [-0.81, 2.39, -2.23], [-0.93, 3.37, -3.24], [0.05, 4.32, -3.39], [1.13, 4.31, -2.52], [1.17, 3.33, -1.55], [0.24, 2.40, -1.40], [-4.85, -0.36, -2.42], [-3.16, -1.33, -0.69], [-1.81, 3.36, -3.88], [-0.03, 5.07, -4.17], [1.92, 5.05, -2.60], [1.98, 3.31, -0.83], [-2.76, 4.90, 5.31], [-3.47, 3.90, 4.61], [-2.58, 3.23, 3.60], [-3.14, 2.39, 2.64], [-2.31, 1.79, 1.71], [-1.00, 1.98, 1.69], [-0.45, 2.79, 2.60], [-1.21, 3.43, 3.57], [1.03, 2.96, 2.51], [1.76, 3.70, 3.44], [3.12, 3.84, 3.27], [3.95, 4.66, 4.23], [3.13, 5.25, 5.22], [3.73, 3.19, 2.21], [2.93, 2.44, 1.36], [1.62, 2.35, 1.49], [-3.36, 5.35, 5.91], [-4.33, 4.33, 4.10], [-3.84, 3.14, 5.31], [-4.21, 2.23, 2.61], [-2.69, 1.15, 0.92], [-0.77, 4.11, 4.29], [1.28, 4.16, 4.29], [4.48, 5.43, 3.66], [4.70, 4.01, 4.68], [3.67, 5.81, 5.78], [4.80, 3.27, 2.03], [3.36, 1.87, 0.54], [-0.45, -4.79, -0.17], [-2.67, -4.30, 0.07], [-2.86, -3.28, 1.70], [-3.82, -3.71, 2.61], [-3.99, -2.98, 3.78], [-3.20, -1.86, 3.99], [-2.27, -1.52, 3.03], [-2.10, -2.22, 1.90], [-0.08, -3.89, -1.83], [0.92, -4.38, -2.67], [1.11, -3.72, -3.87], [0.31, -2.63, -4.18], [-0.67, -2.25, -3.28], [-0.85, -2.88, -2.13], [-4.40, -4.59, 2.39], [-4.71, -3.30, 4.52], [-3.30, -1.28, 4.89], [-1.62, -0.66, 3.14], [1.52, -5.24, -2.39], [1.88, -4.05, -4.55], [0.45, -2.09, -5.11], [-1.33, -1.40, -3.47], [1.41, -0.45, 2.04], [1.64, -1.91, 1.76], [1.38, -2.36, 0.40], [1.26, 0.26, -2.93], [2.61, -0.09, -2.58], [3.52, 0.44, -3.54], [2.73, -1.50, -2.50], [2.91, 0.50, -1.29]],
  "lowdin_charge": [1.90, 0.93, -0.46, -0.27, -0.37, -0.54, -0.33, -0.04, -0.08, -0.07, -0.15, -0.05, 0.05, 0.05, 0.07, 0.10, 0.09, 0.09, -0.06, -0.22, -0.19, -0.01, -0.11, 0.12, -0.19, 0.05, -0.18, 0.05, -0.19, -0.22, -0.06, 0.00, -0.14, 0.06, 0.08, 0.12, 0.13, 0.11, 0.09, 0.10, 0.11, 0.13, 0.13, 0.09, 0.12, 0.09, 0.62, 0.63, -0.65, -0.12, -0.09, -0.07, -0.13, 0.08, -0.69, -0.11, -0.08, -0.07, -0.13, 0.03, 0.09, 0.10, 0.10, 0.10, 0.10, 0.11, 0.11, 0.11, -0.85, 0.60, -0.62, -0.43, 0.57, -0.31, -0.32, -0.58],
  "spin_multiplicity": 1,
  "total_charge": -1,
  "homo_energy_ha": -0.159,
  "lumo_ev": 1.929,
  "orbital_gap_ev": 6.2
}

---

Version two
{
  "formula": "C31H26BaClN6O7S2Se2",
  "method": "ωB97M-V/def2-TZVPD",
  "species": ["Ba", "S", "C", "C", "C", "C", "C", "C", "C", "C", "C", "N", "H", "H", "H", "H", "H", "H", "O", "C", "C", "C", "C", "N", "C", "C", "C", "C", "C", "C", "O", "C", "C", "N", "H", "H", "H", "H", "H", "H", "H", "H", "H", "H", "H", "H", "Se", "Se", "C", "C", "C", "C", "C", "N", "C", "C", "C", "C", "C", "N", "H", "H", "H", "H", "H", "H", "H", "H", "O", "S", "N", "O", "Cl", "O", "O", "O"],
  "positions_angstrom": [[-0.39, 0.01, 0.13], [1.32, -0.37, 5.12], [2.70, -0.40, 4.12], [2.39, -0.23, 2.80], [1.01, -0.05, 2.52], [0.30, -0.11, 3.68], [-1.12, -0.04, 3.87], [-1.71, -0.31, 5.12], [-3.08, -0.28, 5.24], [-3.85, 0.00, 4.12], [-3.19, 0.26, 2.93], [-1.88, 0.26, 2.81], [3.67, -0.54, 4.56], [3.15, -0.25, 2.04], [-1.08, -0.54, 5.96], [-3.55, -0.49, 6.20], [-4.93, 0.01, 4.17], [-3.75, 0.48, 2.03], [4.58, -6.72, -0.43], [4.28, -6.10, 0.81], [3.29, -4.99, 0.62], [2.68, -4.40, 1.73], [1.84, -3.32, 1.52], [1.57, -2.82, 0.33], [2.08, -3.42, -0.74], [2.96, -4.51, -0.63], [1.65, -2.91, -2.05], [1.58, -3.76, -3.15], [1.13, -3.27, -4.37], [1.03, -4.18, -5.56], [0.64, -5.50, -5.24], [0.75, -1.94, -4.43], [0.85, -1.16, -3.29], [1.28, -1.63, -2.13], [5.23, -7.41, -0.29], [5.20, -5.68, 1.25], [3.88, -6.83, 1.52], [2.88, -4.76, 2.73], [1.35, -2.82, 2.35], [3.40, -4.97, -1.50], [1.86, -4.80, -3.07], [2.01, -4.28, -6.04], [0.33, -3.75, -6.30], [-0.15, -5.45, -4.69], [0.37, -1.52, -5.35], [0.56, -0.12, -3.31], [1.56, 3.99, -1.77], [1.46, 4.20, 0.50], [2.91, 3.07, 0.99], [3.68, 3.38, 2.11], [4.79, 2.61, 2.36], [5.08, 1.54, 1.51], [4.23, 1.31, 0.45], [3.18, 2.06, 0.18], [-0.28, 3.49, -2.17], [-0.85, 4.17, -3.23], [-2.21, 3.88, -3.50], [-2.83, 2.90, -2.83], [-2.04, 2.01, -1.90], [-0.82, 2.58, -1.41], [3.40, 4.22, 2.73], [5.43, 2.83, 3.21], [5.95, 0.92, 1.68], [4.39, 0.48, -0.24], [-0.30, 4.95, -3.74], [-2.75, 4.49, -4.22], [-3.87, 2.65, -2.97], [-2.67, 1.72, -1.05], [-3.98, -0.25, -2.71], [-2.57, -0.36, -3.03], [-1.69, 0.81, -2.63], [-1.80, -2.19, -1.57], [-2.38, -1.89, -0.29], [-3.55, -2.65, -0.11], [-1.43, -2.19, 0.71], [-2.66, -0.51, -0.23]],
  "lowdin_charge": [1.87, 0.95, -0.46, -0.29, -0.33, -0.54, -0.32, -0.05, -0.08, -0.07, -0.14, 0.06, 0.05, 0.06, 0.07, 0.10, 0.09, 0.11, -0.06, -0.22, -0.19, 0.00, -0.11, 0.12, -0.20, 0.04, -0.21, 0.04, -0.19, -0.22, -0.06, 0.00, -0.15, 0.09, 0.09, 0.13, 0.13, 0.11, 0.11, 0.11, 0.12, 0.13, 0.12, 0.10, 0.11, 0.09, 0.62, 0.63, -0.69, -0.11, -0.08, -0.09, -0.17, 0.02, -0.76, -0.21, -0.14, -0.09, -0.52, -0.11, 0.10, 0.10, 0.10, 0.11, 0.06, 0.09, 0.09, 0.11, -0.46, 0.90, -0.29, -0.43, 0.49, -0.26, -0.48, -0.63],
  "spin_multiplicity": 1,
  "total_charge": -1,
  "homo_energy_ha": -0.133,
  "lumo_ev": 1.857,
  "orbital_gap_ev": 5.5
}

---

Relative to the most stable one, in eV, the structures come out at version one 0.000; version two 1.123.

---

Version one
{
  "formula": "CH4S",
  "method": "ωB97M-V/def2-TZVPD",
  "species": ["C", "S", "H", "H", "H", "H"],
  "positions_angstrom": [[-0.89, -0.34, 0.00], [2.54, -0.06, -0.03], [-1.31, 0.24, 0.88], [-0.02, -1.03, 0.30], [-1.26, -0.38, -1.06], [3.34, -0.86, 0.84]],
  "nbo_charge": [-0.52, -0.14, 0.18, 0.17, 0.19, 0.11],
  "spin_multiplicity": 1,
  "homo_energy_ha": [-0.368, -0.331],
  "lumo_ev": [-0.043, -2.376],
  "orbital_gap_ev": [10.0, 6.6]
}

---

Version two
{
  "formula": "CH4S",
  "method": "ωB97M-V/def2-TZVPD",
  "species": ["C", "S", "H", "H", "H", "H"],
  "positions_angstrom": [[-0.20, 0.11, 0.41], [1.02, -0.73, -0.60], [-0.01, 1.18, 0.53], [-1.22, 0.01, 0.03], [-0.19, -0.33, 1.41], [0.61, -0.24, -1.78]],
  "nbo_charge": [-0.75, -0.03, 0.21, 0.22, 0.23, 0.12],
  "spin_multiplicity": 1,
  "homo_energy_ha": -0.333,
  "lumo_ev": 1.069,
  "orbital_gap_ev": 10.1,
  "smiles": "CS"
}

---

Version three
{
  "formula": "CH4S",
  "method": "ωB97M-V/def2-TZVPD",
  "species": ["C", "S", "H", "H", "H", "H"],
  "positions_angstrom": [[0.05, -0.14, 1.14], [0.02, 0.14, -0.66], [0.95, -0.72, 1.37], [0.21, 0.82, 1.62], [-0.89, -0.58, 1.44], [-1.11, -0.54, -0.91]],
  "nbo_charge": [-0.73, -0.06, 0.22, 0.22, 0.23, 0.12],
  "spin_multiplicity": 1,
  "homo_energy_ha": -0.332,
  "lumo_ev": 1.066,
  "orbital_gap_ev": 10.1,
  "smiles": "CS"
}

---

Relative to the most stable one, in eV, the structures come out at version one 3.714; version two 0.000; version three 0.063.